Here is a molecular structure, C30H35FN3O5Se2Tl in a non-equilibrium geometry from the Open Molecules 2025 dataset. Energies are from ωB97M-V/def2-TZVPD.

Structure (ORCA input):
```
! wB97M-V def2-TZVPD RIJCOSX def2/J DEFGRID3
* xyz 0 1
Tl 0.34278 0.79212 -0.01629
C 1.20602 4.32593 3.38327
Se 0.49956 3.64197 1.68913
C -1.29626 3.09379 2.35488
C -2.41848 3.46427 1.41012
Se -2.24719 2.61588 -0.37366
C -1.28424 4.01003 -1.35389
H 1.16114 3.54919 4.14276
H 0.62845 5.20047 3.68204
H 2.23728 4.61698 3.20441
H -1.43371 3.58636 3.32034
H -1.26625 2.01200 2.50657
H -2.49172 4.54383 1.26443
H -3.36594 3.08810 1.80468
H -1.99129 4.54147 -1.98506
H -0.52102 3.52517 -1.95620
H -0.82803 4.69416 -0.64074
C 2.40448 -2.95477 -1.00853
C 0.90066 -3.14388 -1.23397
C 0.57705 -4.63626 -1.34865
C 0.51762 -2.36724 -2.46607
C 1.04983 -2.74858 -3.68824
C 0.86035 -1.98166 -4.82181
C 0.13197 -0.80590 -4.75314
C -0.43874 -0.38783 -3.56709
C -1.33152 0.82578 -3.56771
C -2.66388 0.45975 -4.23218
C -0.69026 2.01442 -4.28474
C -0.29704 -1.20310 -2.41447
N -1.01329 -0.81781 -1.30283
C -1.80308 -1.69799 -0.64590
C -2.28709 -2.88348 -1.24741
C -3.14903 -3.73206 -0.58987
C -3.58479 -3.45295 0.69785
C -3.18757 -2.27014 1.29853
C -2.34587 -1.41743 0.62388
F -1.99829 -0.24591 1.24496
H 2.70720 -3.44157 -0.08608
H 2.64114 -1.89872 -0.91003
H 2.97794 -3.36824 -1.83481
H 0.38672 -2.73162 -0.36202
H 1.23416 -5.11448 -2.07134
H -0.45439 -4.80071 -1.65096
H 0.72967 -5.11491 -0.38477
H 1.62665 -3.65928 -3.75604
H 1.28372 -2.29652 -5.76263
H -0.00669 -0.22202 -5.64787
H -1.53466 1.11778 -2.52812
H -2.49065 0.14422 -5.25915
H -3.33315 1.31830 -4.24145
H -3.15213 -0.35582 -3.70179
H -0.50312 1.79887 -5.33480
H 0.25500 2.26630 -3.81097
H -1.35804 2.87224 -4.24015
H -1.99275 -3.09420 -2.26562
H -3.47807 -4.63357 -1.08556
H -4.23699 -4.13554 1.21669
H -3.52877 -1.99933 2.28581
O 3.17064 -2.03707 2.20807
C 2.40141 -1.09383 2.13973
O 1.78151 -0.76705 1.07526
C 2.12908 -0.27828 3.39493
C 0.86468 0.24253 3.64055
C 0.58883 0.91302 4.82335
C 1.58278 1.08567 5.76740
C 2.84651 0.55911 5.51965
C 3.12638 -0.13367 4.34976
N 3.86366 0.71580 6.53316
O 4.94386 0.20554 6.34073
O 3.57082 1.35139 7.52686
H 0.08118 0.07162 2.91532
H -0.40741 1.28000 5.01789
H 1.39539 1.59095 6.70338
H 4.10181 -0.57039 4.19115
O 3.62864 2.47192 -2.17852
C 2.55336 2.10335 -1.91335
N 1.42149 1.78353 -1.75308
*
```

Summary:
DFT total energy	-184485.16505	eV
gap between HOMO and LUMO (spin up / spin down)	4.657 / 4.658	eV
HOMO level (spin up / spin down)	-0.2845 / -0.2845	Eh

---

Here is a molecular structure, C30H35IN6O4OsS from the Open Molecules 2025 dataset. Energies are from ωB97M-V/def2-TZVPD.

Structure (ORCA input):
```
! wB97M-V def2-TZVPD RIJCOSX def2/J DEFGRID3
* xyz 2 1
Os 0.13456 -0.81707 -0.44120
C -5.96782 5.48261 0.16098
C -4.77264 4.59483 0.34556
C -4.61736 3.43263 -0.40659
C -3.52202 2.60365 -0.22518
C -2.56747 2.94974 0.72176
C -2.69414 4.10974 1.48445
C -3.79320 4.92020 1.28816
S -1.17851 1.93926 1.02947
O -1.21103 0.93242 -0.04911
O 0.00490 2.70852 1.22743
N -1.41811 1.10411 2.40639
C -2.70828 0.45211 2.67657
C -3.09905 -0.60364 1.64418
C -2.12959 -1.75708 1.55077
O -2.36839 -2.84879 1.97940
O -0.90285 -1.53305 1.01321
H -6.51128 5.23838 -0.74934
H -5.67252 6.53056 0.11963
H -6.65279 5.37091 1.00358
H -5.36023 3.17781 -1.15175
H -3.39667 1.71639 -0.83102
H -1.92855 4.38214 2.20059
H -3.89371 5.82999 1.86664
H -1.01803 1.60382 3.19221
H -3.51116 1.19210 2.73501
H -2.61110 -0.01304 3.65656
H -3.23309 -0.12876 0.67343
H -4.05209 -1.03217 1.94775
C 4.54673 -3.16154 1.18738
C 4.60789 -1.96648 0.25723
N 3.31400 -1.82157 -0.41371
C 2.36262 -2.73985 -0.45436
N 1.14521 -2.36097 -1.01095
C 0.44558 -3.52212 -1.61411
C 0.21863 -4.54218 -0.50867
C 1.56693 -5.04158 -0.02821
N 2.57714 -3.96877 -0.02308
C 3.92197 -4.33395 0.45234
H 3.94979 -2.92483 2.07065
H 5.54844 -3.42333 1.52262
H 5.38537 -2.09369 -0.49732
H 4.80508 -1.04283 0.80109
H 3.09229 -0.93592 -0.84253
H 1.06009 -3.93401 -2.41937
H -0.49803 -3.19491 -2.03705
H -0.37182 -5.38344 -0.87001
H -0.33991 -4.07220 0.30318
H 1.94670 -5.82999 -0.68207
H 1.50682 -5.44760 0.98144
H 4.53361 -4.63965 -0.40045
H 3.80492 -5.19477 1.10685
C 4.03166 1.57446 2.20740
C 3.04759 0.57218 2.36803
C 2.17263 0.31071 1.35089
C 2.22832 1.03514 0.13601
C 1.30660 0.75118 -0.91932
C 1.30173 1.55707 -2.03569
C 2.27008 2.57191 -2.19264
C 3.19641 2.80453 -1.21326
C 3.19390 2.05074 -0.01189
C 4.10198 2.29635 1.04941
H 4.71965 1.77708 3.01716
H 2.98429 0.02826 3.30180
H 1.39627 -0.44619 1.53584
H 0.54268 1.44536 -2.80017
H 2.26534 3.17917 -3.08786
H 3.93339 3.58850 -1.33847
H 4.84672 3.07409 0.93364
I -4.53815 -1.02067 -4.40294
C -2.64457 -0.94103 -3.60974
C -1.44303 -0.88975 -4.28452
N -0.46850 -0.84762 -3.35931
N -0.98138 -0.86569 -2.11657
C -2.30361 -0.92907 -2.25452
H -1.21972 -0.88567 -5.33871
H 0.52777 -0.76818 -3.49293
H -2.94589 -0.98499 -1.39207
*
```

Summary:
DFT total energy	-70198.16489	eV
gap between HOMO and LUMO	6.616	eV
HOMO level	-0.4958	Eh

---

Here is a gas-phase ion, C30H35N2O6 (charge +1) from the Open Molecules 2025 dataset. Energies are from ωB97M-V/def2-TZVPD.

Structure (ORCA input):
```
! wB97M-V def2-TZVPD RIJCOSX def2/J DEFGRID3
* xyz 1 1
C 0.63939 -2.85974 -6.60677
O 0.53026 -2.07200 -5.44236
C 1.07203 -2.52856 -4.28007
C 1.64694 -3.78760 -4.14395
C 2.14653 -4.23878 -2.93366
C 2.11555 -3.41551 -1.82254
C 2.58688 -3.86679 -0.46610
O 1.53983 -3.79381 0.50420
C 0.46708 -4.67591 0.23070
C -0.69733 -4.41373 1.20123
O -0.34421 -4.65268 2.53991
C -1.22851 -2.97588 1.08760
N -0.20282 -1.95685 1.40155
C -0.02747 -1.77024 2.86118
C 1.11998 -0.81149 3.14779
C 0.89190 0.55484 2.49662
C -0.23173 1.31595 3.21751
N -0.59118 2.56335 2.56228
C -1.75894 2.58273 1.81945
O -2.39357 1.55301 1.65058
C -2.16231 3.87721 1.26826
C -3.33855 3.98496 0.55125
C -3.74126 5.21867 0.03543
C -2.97340 6.33824 0.23279
C -1.76507 6.26873 0.95723
C -0.94732 7.39611 1.18334
C 0.21998 7.28729 1.89533
C 0.62078 6.05294 2.41259
C -0.15446 4.92723 2.21251
C -1.35778 5.01652 1.48247
C 0.26633 3.64214 2.77689
O 1.29077 3.47601 3.40407
C 0.63235 0.33831 1.00454
C -0.49000 -0.65936 0.74772
C 1.57295 -2.14564 -1.95701
C 1.03548 -1.68335 -3.15013
O 0.48496 -0.44019 -3.06148
C 0.21328 0.32293 -4.22214
H 1.68412 -3.06495 -6.85625
H 0.18992 -2.26441 -7.39953
H 0.09114 -3.80124 -6.50820
H 1.69242 -4.44701 -4.99457
H 2.56582 -5.23085 -2.86948
H 2.97496 -4.89032 -0.51148
H 3.36764 -3.20818 -0.07781
H 0.80876 -5.71538 0.33951
H 0.11707 -4.53928 -0.80137
H -1.52151 -5.08123 0.90096
H -0.05482 -5.56520 2.65040
H -2.07207 -2.85071 1.76984
H -1.57550 -2.82075 0.06462
H 0.69194 -2.35089 1.02890
H 0.17110 -2.74472 3.30677
H -0.96590 -1.38742 3.26496
H 1.22139 -0.70112 4.22701
H 2.05110 -1.24052 2.77196
H 1.79814 1.15738 2.60395
H -1.14851 0.73016 3.28200
H 0.11507 1.56301 4.22407
H -3.94076 3.10120 0.40355
H -4.66502 5.28465 -0.51831
H -3.28582 7.29283 -0.16389
H -1.25909 8.35042 0.78546
H 0.83654 8.15663 2.06336
H 1.53576 5.95945 2.97780
H 0.36847 1.27853 0.52002
H 1.55709 -0.01377 0.54134
H -0.59353 -0.81695 -0.32803
H -1.43341 -0.26360 1.13426
H 1.56983 -1.46459 -1.12138
H -0.62069 -0.09010 -4.79093
H -0.05012 1.31348 -3.85266
H 1.09113 0.39637 -4.86567
*
```

Summary:
structure (SMILES)	COc1ccc(COC[C@@H](O)C[N@H+]2CC[C@@H](CN3C(=O)c4cccc5cccc(c45)C3=O)CC2)cc1OC
DFT total energy	-46938.77279	eV
gap between HOMO and LUMO	7.820	eV
HOMO level	-0.3921	Eh